Computed, not measured: a 18-piece molecular cluster, C108H126Cl9N18 overall at a distorted geometry, with ωB97M-V/def2-TZVPD.

Properties
HOMO level = -16.99 eV
net charge = +9
E = -9314.5146 Ha

Each line ends with the Mulliken charge.
Geometry (Å):
C (16.5659, 19.5729, 4.3064)  -1.118
N (16.3706, 20.9332, 3.7278)  0.194
C (15.1480, 21.1702, 3.2691)  -0.366
C (14.7872, 22.4526, 2.7990)  -0.905
C (15.7225, 23.5420, 2.9776)  1.357
C (16.9259, 23.2460, 3.5645)  -0.723
C (17.2392, 21.9299, 3.9770)  -0.270
C (15.4281, 24.9036, 2.5432)  0.960
C (16.1586, 26.0514, 2.9626)  -0.626
C (15.9327, 27.3544, 2.4637)  -0.379
N (14.9327, 27.5579, 1.5232)  0.035
C (14.0998, 26.5538, 1.2709)  -0.026
C (14.4107, 25.2116, 1.5936)  -0.884
C (14.7120, 28.8909, 0.9726)  -0.820
H (16.5202, 18.8715, 3.4733)  0.529
H (15.8411, 19.4288, 5.1076)  0.532
H (17.5179, 19.5302, 4.8355)  0.004
H (14.4765, 20.3326, 3.3872)  0.551
H (13.7589, 22.6451, 2.5309)  0.436
H (17.5821, 24.0899, 3.7188)  0.277
H (18.2051, 21.6661, 4.3817)  0.467
H (16.9877, 25.9368, 3.6452)  0.364
H (16.4755, 28.2475, 2.7357)  0.475
H (13.2288, 26.7074, 0.6511)  0.351
H (13.8369, 24.4110, 1.1507)  0.408
H (14.7650, 29.5970, 1.8013)  0.317
H (13.8560, 28.8738, 0.2979)  0.294
H (15.6019, 29.0149, 0.3556)  0.408
C (6.4515, 27.2543, 3.1247)  -0.864
N (6.8005, 26.0267, 2.2984)  0.051
C (5.7656, 25.1686, 1.9848)  -0.148
C (5.9469, 24.1478, 1.0599)  -0.638
C (7.2369, 23.9279, 0.4988)  0.856
C (8.2319, 24.9495, 0.7657)  -0.733
C (8.0167, 26.0398, 1.6291)  -0.447
C (7.5447, 22.7321, -0.3074)  0.747
C (6.9726, 21.5331, 0.0147)  -0.925
C (7.1454, 20.4657, -0.7992)  -0.206
N (8.0656, 20.5929, -1.8347)  0.130
C (8.7410, 21.6931, -2.1154)  -0.047
C (8.4253, 22.8432, -1.4156)  -0.782
C (8.4810, 19.3438, -2.5922)  -1.334
H (7.1588, 27.2958, 3.9531)  0.310
H (5.3934, 27.2459, 3.3860)  0.334
H (6.6180, 28.0713, 2.4226)  0.391
H (4.7615, 25.3731, 2.3260)  0.375
H (5.1378, 23.5106, 0.7348)  0.554
H (9.2478, 24.7846, 0.4385)  0.403
H (8.7849, 26.7622, 1.8623)  0.465
H (6.3259, 21.4405, 0.8747)  0.630
H (6.6975, 19.5013, -0.6103)  0.461
H (9.4988, 21.7438, -2.8833)  0.405
H (8.9756, 23.7651, -1.5326)  0.487
H (9.3360, 18.9755, -2.0253)  0.500
H (8.9071, 19.6586, -3.5447)  0.403
H (7.5998, 18.7327, -2.7879)  0.484
C (26.3337, 17.9930, 13.6314)  -1.042
N (24.9372, 18.2536, 13.3512)  -0.011
C (24.6826, 19.2836, 12.5818)  -0.418
C (23.3084, 19.5391, 12.2995)  -0.387
C (22.2840, 18.7759, 12.8166)  1.056
C (22.6548, 17.6330, 13.5304)  -0.581
C (24.0034, 17.3844, 13.8372)  -0.591
C (20.8787, 19.1119, 12.6498)  0.596
C (20.3912, 19.7028, 11.4667)  -0.622
C (19.0609, 19.8970, 11.2080)  -0.761
N (18.1967, 19.5620, 12.2105)  0.257
C (18.6151, 19.0387, 13.3531)  -0.435
C (19.9318, 18.7579, 13.6208)  -0.392
C (16.7619, 19.6021, 11.9167)  -0.209
H (26.4082, 17.6552, 14.6650)  0.414
H (26.8886, 18.9310, 13.6499)  0.423
H (26.7092, 17.3391, 12.8443)  0.359
H (25.4989, 19.8574, 12.1685)  0.505
H (23.0650, 20.4193, 11.7229)  0.603
H (21.8953, 16.9843, 13.9413)  0.322
H (24.3741, 16.5441, 14.4055)  0.522
H (21.1693, 20.0690, 10.8133)  0.379
H (18.6305, 20.2802, 10.2945)  0.569
H (17.9033, 18.7219, 14.1010)  0.412
H (20.1726, 18.2204, 14.5261)  0.611
H (16.2326, 18.9152, 12.5772)  -0.038
H (16.6330, 19.2113, 10.9074)  -0.013
H (16.3978, 20.6138, 12.0958)  0.382
C (9.6583, 16.5016, 0.6209)  -1.023
N (10.5366, 16.5242, 1.7804)  0.660
C (11.7266, 15.8843, 1.7559)  -0.719
C (12.7060, 16.1581, 2.7639)  0.375
C (12.3496, 16.8106, 3.9521)  -0.208
C (11.0596, 17.2957, 4.0272)  -0.617
C (10.2233, 17.1600, 2.9312)  -0.947
C (13.4029, 16.9682, 5.0667)  1.963
C (13.0518, 17.4008, 6.3109)  -1.106
C (13.9656, 17.3900, 7.4066)  -0.854
N (15.2303, 17.0375, 7.2232)  1.137
C (15.6645, 16.5945, 5.9976)  -0.949
C (14.7215, 16.4483, 4.9697)  -0.135
C (16.1670, 17.3308, 8.3172)  -0.951
H (10.1578, 16.3709, -0.3390)  0.083
H (9.2712, 17.5071, 0.4561)  0.454
H (8.8346, 15.8329, 0.8708)  0.420
H (11.9433, 15.2597, 0.9019)  0.689
H (13.6668, 15.6648, 2.7566)  -0.340
H (10.7578, 17.8699, 4.8907)  0.677
H (9.1969, 17.4956, 2.9471)  0.359
H (12.1259, 17.9259, 6.4939)  0.594
H (13.6616, 17.7784, 8.3673)  0.465
H (16.6498, 16.1647, 5.8935)  0.375
H (15.1517, 15.9951, 4.0888)  -0.074
H (16.2348, 16.3640, 8.8161)  0.362
H (15.7832, 18.1226, 8.9604)  0.413
H (17.1406, 17.5714, 7.8902)  -0.168
C (10.6335, 12.9080, -2.3530)  -0.781
N (9.5567, 13.5114, -3.0958)  0.147
C (8.7179, 12.8029, -3.8808)  -0.256
C (7.8565, 13.4100, -4.8215)  -0.632
C (7.5933, 14.7817, -4.6780)  0.791
C (8.4684, 15.5689, -3.8137)  -1.008
C (9.4692, 14.8695, -3.0660)  -0.157
C (6.5145, 15.4620, -5.4688)  0.698
C (5.4719, 16.0902, -4.8435)  -0.548
C (4.4503, 16.6504, -5.6119)  -0.298
N (4.4580, 16.5856, -6.9553)  0.076
C (5.5446, 16.0126, -7.6102)  -0.442
C (6.5107, 15.4443, -6.8608)  -0.575
C (3.2690, 16.8680, -7.8682)  -0.984
H (10.7370, 11.8769, -2.6911)  0.324
H (10.3328, 12.9874, -1.3083)  0.273
H (11.5330, 13.5022, -2.5137)  0.339
H (8.9677, 11.7631, -4.0315)  0.335
H (7.3355, 12.7044, -5.4517)  0.458
H (8.3569, 16.6432, -3.8181)  0.549
H (10.2213, 15.3391, -2.4494)  0.422
H (5.4468, 16.2248, -3.7722)  0.602
H (3.5872, 17.1440, -5.1903)  0.470
H (5.5230, 15.8514, -8.6778)  0.441
H (7.3112, 15.0771, -7.4860)  0.462
H (2.3063, 16.8666, -7.3568)  0.383
H (3.0054, 16.0345, -8.5192)  0.409
H (3.3082, 17.8469, -8.3460)  0.342
C (16.2212, 12.5934, 13.6513)  -0.723
N (15.5160, 12.7001, 12.3863)  0.334
C (16.2834, 12.5357, 11.2171)  -0.706
C (15.6250, 12.6167, 9.9588)  -0.544
C (14.2714, 12.8996, 9.9302)  1.121
C (13.5410, 13.2000, 11.0900)  -0.692
C (14.2045, 12.9992, 12.3055)  -0.526
C (13.5373, 12.9739, 8.5923)  1.092
C (14.2813, 12.9925, 7.4137)  -0.895
C (13.6902, 13.1368, 6.1592)  -0.383
N (12.3460, 13.3177, 6.0807)  0.176
C (11.5778, 13.3219, 7.1784)  -0.745
C (12.1739, 13.0948, 8.4226)  -0.333
C (11.6384, 13.5355, 4.8258)  -0.598
H (16.5592, 11.5575, 13.6763)  0.486
H (15.6038, 12.8177, 14.5211)  0.131
H (17.0125, 13.3413, 13.7033)  0.161
H (17.3211, 12.2565, 11.3248)  0.516
H (16.2270, 12.2831, 9.1265)  0.456
H (12.5061, 13.4860, 10.9743)  0.377
H (13.7187, 13.1600, 13.2565)  0.520
H (15.3383, 12.7723, 7.3874)  0.154
H (14.3630, 13.1726, 5.3152)  0.489
H (10.5252, 13.5332, 7.0606)  0.583
H (11.4891, 13.0878, 9.2577)  0.668
H (12.4102, 13.4487, 4.0610)  -0.033
H (11.2572, 14.5419, 4.9982)  0.243
H (10.8159, 12.8342, 4.6850)  0.351
C (14.3686, 13.2242, 0.7203)  -0.444
N (15.6318, 12.7826, 0.0654)  0.234
C (16.0058, 11.5284, 0.2109)  -0.138
C (17.1073, 11.0876, -0.4395)  -0.825
C (17.8722, 11.8955, -1.3243)  1.153
C (17.3954, 13.1990, -1.4463)  -0.951
C (16.2790, 13.6299, -0.7536)  -0.200
C (19.0217, 11.4442, -2.1367)  1.108
C (19.2724, 12.0416, -3.3669)  -0.704
C (20.3031, 11.5737, -4.1808)  -0.301
N (21.1151, 10.5624, -3.6649)  0.026
C (20.9739, 10.0947, -2.4140)  -0.395
C (19.8568, 10.4298, -1.6834)  -0.613
C (22.1427, 9.9825, -4.5133)  -0.864
H (13.6120, 13.5293, -0.0026)  0.029
H (14.4615, 14.1423, 1.3004)  -0.052
H (14.0795, 12.5003, 1.4822)  0.292
H (15.3990, 10.9335, 0.8775)  0.444
H (17.3771, 10.0502, -0.3074)  0.364
H (17.9955, 13.8582, -2.0560)  0.481
H (15.9096, 14.6303, -0.9241)  0.466
H (18.6921, 12.8342, -3.8158)  0.409
H (20.5005, 11.9729, -5.1648)  0.409
H (21.6953, 9.3641, -2.0790)  0.480
H (19.5788, 9.9056, -0.7810)  0.374
H (22.1556, 10.4488, -5.4985)  0.276
H (22.0411, 8.8976, -4.5393)  0.366
H (23.0717, 10.1821, -3.9793)  0.391
C (11.2778, 16.7674, 10.5790)  -1.093
N (11.8727, 16.4829, 11.9506)  0.219
C (13.1456, 16.8684, 12.1370)  -1.128
C (13.7917, 16.5747, 13.3384)  0.027
C (13.1110, 16.0341, 14.4314)  0.604
C (11.7248, 15.8245, 14.3107)  -0.585
C (11.1368, 16.0592, 13.0598)  -0.269
C (13.8665, 15.6658, 15.6739)  0.594
C (14.7949, 16.5604, 16.2274)  -0.596
C (15.5583, 16.0610, 17.3052)  -0.388
N (15.3821, 14.8569, 17.7334)  0.060
C (14.4417, 14.0613, 17.3212)  -0.468
C (13.6183, 14.4496, 16.2507)  -0.609
C (16.3355, 14.3990, 18.7413)  -0.905
H (10.1910, 16.6954, 10.6216)  0.335
H (11.5739, 15.9321, 9.9444)  0.471
H (11.4939, 17.7788, 10.2349)  0.390
H (13.6019, 17.2400, 11.2313)  0.589
H (14.8611, 16.6684, 13.4564)  0.378
H (11.1375, 15.3760, 15.0984)  0.612
H (10.1373, 15.7795, 12.7612)  0.471
H (14.8849, 17.5553, 15.8169)  0.697
H (16.3659, 16.6225, 17.7511)  0.466
H (14.3512, 13.0395, 17.6592)  0.448
H (12.9606, 13.6967, 15.8420)  0.524
H (17.3107, 14.8800, 18.6666)  0.328
H (16.4211, 13.3123, 18.7391)  0.340
H (15.8669, 14.6322, 19.6974)  0.402
C (21.6488, 11.5097, 14.2272)  -0.822
N (21.5124, 12.5864, 13.1621)  0.076
C (22.5802, 12.8471, 12.3638)  -0.630
C (22.5455, 13.8584, 11.4483)  -0.538
C (21.4484, 14.7356, 11.3601)  0.176
C (20.3568, 14.4839, 12.2036)  -0.471
C (20.4574, 13.4526, 13.0933)  -0.454
C (21.3881, 15.8330, 10.3192)  1.697
C (22.4567, 16.7445, 10.1404)  -0.198
C (22.2577, 17.6970, 9.1547)  -1.114
N (21.0940, 17.7554, 8.3593)  0.270
C (20.1407, 16.7782, 8.4646)  -0.922
C (20.3189, 15.8424, 9.5593)  -0.902
C (20.8582, 18.7780, 7.3541)  -1.044
H (21.9596, 10.5650, 13.7811)  0.360
H (20.6856, 11.3982, 14.7251)  0.268
H (22.3629, 11.8336, 14.9843)  0.394
H (23.4551, 12.2300, 12.5059)  0.518
H (23.4243, 13.9765, 10.8317)  0.649
H (19.4610, 15.0866, 12.2300)  0.356
H (19.7339, 13.1882, 13.8503)  0.470
H (23.3299, 16.7126, 10.7751)  0.705
H (22.8917, 18.5557, 8.9898)  0.471
H (19.3719, 16.7771, 7.7061)  0.485
H (19.4599, 15.2236, 9.7729)  0.820
H (20.5719, 19.7169, 7.8279)  0.338
H (19.9877, 18.5437, 6.7414)  0.323
H (21.8020, 18.8883, 6.8200)  0.422
Cl (17.6201, 20.3358, 7.5659)  -0.743
Cl (7.4752, 19.6670, 2.9835)  -0.718
Cl (11.7836, 20.6379, 5.0103)  -0.754
Cl (17.0784, 16.1033, 11.6475)  -0.765
Cl (9.8182, 16.2604, 7.2736)  -0.609
Cl (16.4791, 16.1303, 1.8289)  -0.732
Cl (13.2093, 15.9631, -1.3176)  -0.700
Cl (18.2868, 14.0601, 6.9048)  -0.714
Cl (9.3788, 13.0709, 1.8447)  -0.765

Computed, not measured: the molecule C14H22N4OS at a distorted geometry, with ωB97M-V/def2-TZVPD.

Properties
HOMO level = -7.95 eV
structure (SMILES) = CCCCOc1ccc(C/C(C)=N/NC(=S)NN)cc1
E = -1239.0386 Ha

Each line ends with the Mulliken charge.
Geometry (Å):
S (0.3138, 5.8876, 3.5752)  -0.504
N (2.0486, 3.3594, 1.1077)  -0.472
O (-0.8898, -2.6022, -1.1563)  -0.300
C (0.7969, 5.2381, 2.1386)  0.376
C (2.6046, 2.1830, 1.3723)  0.557
C (1.2951, -1.9537, -0.7437)  -0.419
C (-0.3450, -0.2151, -0.7795)  -0.578
C (2.3013, -1.0086, -0.4234)  -0.712
C (0.6223, 0.7059, -0.4054)  -0.383
C (-0.0047, -1.5679, -0.8821)  0.558
C (1.9477, 0.3450, -0.2022)  0.508
N (1.6890, 4.1643, 2.1567)  0.085
N (0.2081, 5.1576, -0.2903)  -0.644
N (0.1898, 5.7593, 1.0100)  -0.050
C (2.8084, 1.6081, 2.7435)  -1.276
C (2.9949, 1.3734, 0.1339)  -0.841
C (-3.6637, -5.8126, -1.6475)  -1.236
C (-2.2757, -2.2210, -1.3039)  -0.525
C (-2.9764, -4.6510, -0.9320)  -0.201
C (-3.1245, -3.3666, -1.7429)  -1.071
H (1.5529, -3.0134, -0.8567)  0.375
H (-1.3642, 0.1266, -0.9317)  0.369
H (3.3606, -1.3393, -0.4049)  0.240
H (0.3981, 1.7742, -0.3305)  0.357
H (1.9365, 3.8319, 3.0911)  0.085
H (0.8172, 4.3681, -0.3227)  0.362
H (0.5329, 5.8190, -1.0223)  0.243
H (-0.5992, 6.3650, 1.2844)  0.228
H (3.8282, 1.2919, 2.9401)  0.323
H (2.5446, 2.3290, 3.5242)  0.386
H (2.1726, 0.7584, 2.8675)  0.288
H (3.1586, 2.0401, -0.7398)  0.318
H (3.9297, 0.8244, 0.3518)  0.376
H (-3.2969, -5.9011, -2.6975)  0.309
H (-3.4369, -6.7266, -1.1323)  0.374
H (-4.7211, -5.6187, -1.6540)  0.324
H (-2.3523, -1.4616, -2.0848)  0.399
H (-2.6560, -1.8579, -0.3434)  0.431
H (-3.4314, -4.4866, 0.0319)  0.259
H (-1.9134, -4.9143, -0.8006)  0.288
H (-4.1443, -3.0236, -1.7351)  0.402
H (-2.8568, -3.5682, -2.7636)  0.394

How do the records compare in orbital gap? In the order shown, they have 0.066 0.316 Ha.
How do the records compare in energy relative to the best compared isomer or geometry (same formula, charge and spin)? In the order shown, they have 0.0 0.0 kcal/mol.